The following is a quantum chemistry calculation of C42H51AsCuNO4P2 as an isolated structure, from the OMol25 dataset.

XYZ file:
```
102
C42H51AsCuNO4P2 | the OMol25 dataset | wB97M-V/def2-TZVPD
H 1.25 2.61 -0.13
C 6.06 -3.51 -2.34
H -1.14 -6.13 1.03
C 5.97 -0.95 -1.28
P -2.54 1.09 -0.79
C 5.06 1.40 -3.70
C -4.80 1.89 0.45
H 8.02 -3.64 -1.49
H -4.10 2.26 6.05
C -0.23 -1.68 -3.75
H 0.47 -3.04 -5.25
H -0.80 -0.50 -2.05
C -1.81 2.26 4.64
C 0.49 -2.78 -4.20
C -5.29 0.44 0.45
C 0.52 -2.09 -1.49
H -4.67 -2.68 2.94
C -0.21 -1.34 -2.40
C 0.41 -3.12 1.17
H -2.06 3.08 5.31
C 7.10 -1.74 -1.10
H -2.11 4.20 -0.18
H -0.81 -1.08 -4.44
C -2.70 0.07 3.73
H -5.16 3.74 -0.59
H -0.79 -4.11 -0.31
H -0.18 -6.31 3.31
O -2.99 1.36 -2.19
C -3.84 -0.89 3.77
C -4.94 -0.67 4.57
C -0.01 -5.42 2.71
O -2.42 -0.34 -0.35
C 2.42 -1.27 0.41
C 0.91 -3.21 2.47
C -4.02 1.37 5.42
H 3.76 0.40 0.04
H -1.24 4.99 -1.51
C 5.72 2.59 -4.02
C 0.53 3.42 -0.24
H -0.85 1.82 4.92
C -1.69 4.06 -1.17
H 1.09 -4.40 4.24
H 5.94 0.05 -0.86
N -1.66 -0.07 2.99
H 0.26 3.57 -3.03
H 2.08 0.72 -0.36
C 4.62 3.67 -2.19
H -5.74 -1.41 4.55
H -6.56 2.65 -0.52
H -6.36 0.43 0.64
H -6.11 2.55 2.03
C 0.71 -4.36 3.23
C 2.86 -0.04 -0.39
H -4.55 1.93 2.60
H 7.94 -1.35 -0.54
O -3.37 1.95 0.27
As 3.26 -0.36 -2.30
H 1.80 -3.81 -1.25
H 6.09 -4.51 -2.76
C -0.12 2.66 -2.55
H -4.78 -0.12 1.24
C 1.23 -3.20 -1.95
H -0.94 2.25 -3.14
H -5.09 -0.05 -0.50
Cu -1.12 -0.46 1.27
H -2.50 3.78 -1.85
C 5.50 3.73 -3.25
H -4.64 3.52 1.84
C 4.88 -1.43 -1.99
O -1.09 1.77 -0.54
C -0.55 -5.33 1.44
C 4.93 -2.71 -2.52
H -5.96 0.59 6.03
C -0.62 2.98 -1.14
C -2.89 1.22 4.64
C -5.04 2.51 1.81
H -2.91 -2.75 3.21
H 0.15 3.66 0.75
H 3.27 2.47 -1.04
C 3.97 2.48 -1.87
C 4.19 1.34 -2.62
H 1.03 4.29 -0.66
H 6.00 4.65 -3.50
C 1.21 -3.55 -3.29
H 1.41 -2.36 2.92
C 7.14 -3.02 -1.63
C -3.74 -2.10 2.90
H 1.75 -4.42 -3.64
C -5.47 2.70 -0.65
H 2.60 -1.06 1.46
H -3.52 -1.84 1.86
H 4.43 4.56 -1.60
H 2.98 -2.18 0.16
H 5.24 0.52 -4.31
H 0.69 1.93 -2.51
H -5.20 2.31 -1.63
H 6.40 2.62 -4.86
P 0.59 -1.52 0.26
H 4.08 -3.09 -3.08
H -1.65 2.65 3.62
C -5.08 0.44 5.42
C -0.34 -4.18 0.68
```

**HOMO-LUMO gap**: 0.096 Ha
**Charge**: -2
**Molar mass**: 834.289 g mol⁻¹
**E_HOMO**: 1.037 eV
**Energy relative to the best compared isomer or geometry (same formula, charge and spin)**: 2.17 kcal per mole
**Calculated total energy**: -6545.8401 a.u.
**E_LUMO**: 3.7 eV